i:
C10H10O2 in the gas phase, computed with the ωB97M-V functional and the def2-TZVPD basis.

```
22
Properties=species:S:1:pos:R:3:mulliken_charge:R:1
C 1.82533 -0.45346 0.02196 0.800
C 2.46709 0.79831 -0.01652 -0.813
C 1.68965 1.94736 -0.01161 -0.474
C 0.28415 1.91654 -0.07683 -1.077
C -0.34481 0.65946 -0.00555 0.473
C -1.82304 0.65719 0.02079 0.603
C -2.45102 -0.65181 0.34243 -0.587
C -1.68792 -1.72040 -0.41269 -0.777
C -0.26235 -1.87823 0.06524 -0.790
C 0.44004 -0.50343 0.06823 0.409
H 3.44490 -1.43128 0.12809 0.305
H 3.52432 0.91002 -0.05362 0.320
H 2.17352 2.92082 0.05312 0.367
H -0.26532 2.83880 -0.16720 0.469
H -2.39346 -0.79160 1.40419 0.328
H -3.55027 -0.61829 0.12018 0.311
H -1.55490 -1.34062 -1.47958 0.315
H -2.18385 -2.70409 -0.42992 0.331
H 0.29498 -2.58660 -0.56267 0.343
H -0.31818 -2.36273 1.04882 0.314
O 2.47512 -1.63038 0.04543 -0.544
O -2.47442 1.69743 -0.04969 -0.626
```

Computed properties:
LUMO level, eV: 0.3
Kohn-Sham gap, eV: 9.014

ii:
C10H10O2 in the gas phase, computed with the ωB97M-V functional and the def2-TZVPD basis.

```
22
Properties=species:S:1:pos:R:3:mulliken_charge:R:1
C -0.33293 -2.33131 2.29792 -0.559
C -1.05449 -1.28649 1.58025 -0.477
C 1.00330 -2.00038 2.15805 -0.331
C -0.07401 -0.35693 1.12599 0.547
C -0.31589 -0.02260 -2.19249 0.246
C -0.55497 1.37022 -1.90529 0.564
C -0.32439 -1.30751 -2.06410 -0.783
C 0.57919 2.31107 -1.31644 -0.555
C 0.87156 1.70900 0.07196 -0.406
C -0.30637 0.88126 0.53368 -0.688
O -1.75400 1.82988 -2.20778 -0.602
O 1.15485 -0.88337 1.47889 -0.366
H -0.57373 -3.29012 2.70728 0.380
H -2.11189 -1.05270 1.36639 0.399
H 1.79952 -2.48467 2.49320 0.609
H -0.39880 -1.71802 -1.11036 0.151
H -0.29383 -2.10930 -2.78764 0.267
H 1.47500 2.44105 -1.94935 0.383
H -0.01568 3.27877 -1.36384 0.288
H 1.79101 1.15453 0.12262 0.360
H 0.85492 2.69496 0.61670 0.252
H -1.41837 1.17263 0.34438 0.322
```

Computed properties:
LUMO level (alpha / beta), eV: -0.5 / -1.0
Kohn-Sham gap (alpha / beta), eV: 8.185 / 6.084

The structure with the least stability is ii.

i:
C10H10O2 in the gas phase, computed with the ωB97M-V functional and the def2-TZVPD basis.

```
22
Properties=species:S:1:pos:R:3:mulliken_charge:R:1
C -2.43571 -0.92621 -0.21950 0.817
C -2.17777 -1.31059 1.10371 -0.680
C -0.87599 -0.96614 1.61316 -0.644
C 0.04209 -0.35050 0.69361 0.104
C 1.23445 0.16610 1.31780 0.512
C 2.25899 1.16340 0.60879 -0.629
C 2.23188 0.74039 -0.88979 -0.740
C 0.76475 0.68741 -1.57097 -0.755
C -0.21376 0.01637 -0.65353 0.504
C -1.54065 -0.25420 -1.08601 -0.670
H -4.20672 -1.55345 -0.15546 0.287
H -2.85276 -1.88132 1.71863 0.338
H -0.51398 -0.94403 2.70109 0.360
H 2.20493 2.36910 0.70112 0.252
H 3.24364 1.03930 1.09253 0.322
H 2.84473 -0.23757 -0.95973 0.297
H 2.92992 1.37117 -1.54250 0.362
H 0.89755 0.19036 -2.52443 0.392
H 0.27156 1.69968 -1.68547 0.309
H -1.88702 0.11325 -2.04074 0.424
O -3.62501 -1.14574 -0.76841 -0.484
O 1.40488 0.01322 2.54610 -0.676
```

Computed properties:
LUMO level, eV: 0.4
Kohn-Sham gap, eV: 9.057

ii:
C10H10O2 in the gas phase, computed with the ωB97M-V functional and the def2-TZVPD basis.

```
22
Properties=species:S:1:pos:R:3:mulliken_charge:R:1
O -2.15644 -0.93160 -1.43702 -0.621
O 1.90116 0.29503 1.41514 -0.664
C -1.12748 -0.85843 -0.74113 -0.292
C 0.77368 -1.82829 -0.08527 -0.930
C -0.04544 -1.70816 1.02624 -0.843
C -0.23591 1.60242 -1.26062 -0.627
C -1.13347 1.69793 -0.18521 -0.616
C 0.34437 -0.81953 -1.15225 0.547
C -1.12015 -0.66261 0.74564 0.454
C 0.92722 0.99313 0.59711 -0.470
C 0.87616 0.62794 -0.90508 -0.238
C -0.57709 0.82674 0.96098 -0.303
H 1.75991 -0.66720 1.37534 0.442
H 1.55838 -2.54882 -0.16407 0.346
H -0.00426 -2.31559 1.91265 0.355
H -0.34918 2.07983 -2.25449 0.384
H -2.12085 2.18197 -0.12700 0.385
H 0.53777 -1.17272 -2.18488 0.566
H -2.07249 -0.87782 1.23763 0.585
H 1.23413 2.03928 0.66729 0.571
H 1.85570 0.85263 -1.38971 0.469
H -0.82573 1.19387 1.94870 0.501
```

Computed properties:
LUMO level, eV: 0.9
Kohn-Sham gap, eV: 9.958

The structure with the least stability is ii.

i:
A molecular structure, C41H58AsCaN7O9P2S, computed with the ωB97M-V functional and the def2-TZVPD basis.

```
120
Properties=species:S:1:pos:R:3:mulliken_charge:R:1
Ca 0.26374 0.07942 0.23710 1.778
O -0.97134 -3.93170 1.43951 -0.829
C -0.15291 -3.06377 1.13185 -0.582
O -0.31393 -1.80835 1.30751 0.078
C 1.21631 -3.50064 0.58579 0.076
C 2.34674 -2.73154 1.29218 -0.078
C 3.66682 -3.50048 1.17372 -1.028
C 4.01044 -3.26344 -0.31794 -0.992
C 2.83974 -2.37217 -0.75497 -0.202
O 2.57544 -1.60361 0.43096 -0.015
C 1.56254 -3.21325 -0.91732 0.411
C 0.51316 -2.46032 -1.75233 -0.780
O -0.17936 -3.08877 -2.54864 -0.814
O 0.48958 -1.19279 -1.57239 0.028
H 1.29551 -4.57088 0.77338 0.429
H 2.08916 -2.37966 2.28696 0.297
H 4.42246 -3.06188 1.82611 0.335
H 3.55877 -4.55290 1.43293 0.373
H 4.96207 -2.74352 -0.43102 0.283
H 4.05559 -4.18386 -0.89966 0.406
H 3.04568 -1.69803 -1.58250 0.568
H 1.76237 -4.15443 -1.42788 0.475
C 1.75995 3.47170 3.58065 -0.941
N 0.47033 2.82511 3.82136 0.611
C -0.68146 3.66530 3.52553 -0.922
P 0.49280 1.19810 3.57060 -1.271
O 1.18564 0.72887 2.35252 0.046
O -1.05746 0.78523 3.63494 0.176
P -2.23128 0.58252 2.54568 -0.420
O -1.79176 0.87430 1.16385 0.105
N -3.33576 1.73456 3.00486 0.686
C -4.21125 2.29344 1.98074 -0.625
C -3.99123 1.53376 4.29027 -0.987
N -2.77483 -0.91122 2.89121 0.363
C -2.20293 -1.83720 3.86606 -0.608
C -3.53036 -1.59106 1.83096 -0.819
N 1.18449 0.55268 4.90904 0.245
C 0.66762 0.87669 6.22881 -1.117
C 1.82408 -0.75613 4.81668 -0.737
H 1.80046 4.40563 4.14264 0.374
H 1.90927 3.68402 2.51720 0.043
H 2.56851 2.82739 3.92474 0.394
H -0.52717 4.63335 4.00456 0.473
H -1.59134 3.22090 3.91718 0.113
H -0.81467 3.82177 2.44961 0.143
H -3.66103 2.38848 1.04814 -0.085
H -4.54540 3.28350 2.29851 0.333
H -5.09832 1.67036 1.81470 0.239
H -3.27184 1.18129 5.02944 0.154
H -4.80722 0.80552 4.22765 0.326
H -4.39592 2.48619 4.63807 0.402
H -1.61803 -1.29810 4.60752 0.095
H -1.58208 -2.57445 3.35506 0.059
H -3.02081 -2.34903 4.37892 0.412
H -3.84540 -0.87738 1.07140 0.118
H -4.41756 -2.05768 2.26545 0.378
H -2.89937 -2.35056 1.36442 0.221
H 0.21670 1.86700 6.21886 0.323
H 1.48686 0.87470 6.95020 0.342
H -0.08119 0.14705 6.55683 0.291
H 2.20177 -0.89828 3.80875 -0.056
H 1.12528 -1.56416 5.05659 0.287
H 2.65861 -0.79374 5.51928 0.446
N 7.40220 0.40447 -8.03373 -0.508
C 6.84158 0.53222 -7.03921 -0.004
C 6.14008 0.69395 -5.79822 0.519
C 4.82291 1.14742 -5.79868 -0.943
C 4.15020 1.31823 -4.60354 -0.172
C 4.78606 1.01585 -3.40456 0.856
C 6.09711 0.55295 -3.40023 -0.596
C 6.77630 0.40038 -4.59449 -0.950
N 4.09132 1.17038 -2.18636 0.502
C 4.62123 1.52338 -0.95785 -0.767
C 3.57682 1.51523 -0.08726 -1.208
N 2.42729 1.16201 -0.74636 1.341
C 2.75962 0.95926 -1.98959 -1.749
H 4.33525 1.37851 -6.73528 0.442
H 3.13944 1.70244 -4.60040 0.581
H 6.57420 0.29128 -2.46601 0.420
H 7.79528 0.03945 -4.59985 0.437
H 5.66139 1.76633 -0.83790 0.553
H 3.57051 1.71733 0.97036 0.465
H 2.09485 0.60290 -2.76044 0.669
C 0.78237 5.38949 0.29939 -1.378
As 0.09387 3.65566 -0.35196 1.201
C -1.77046 4.21279 -0.57356 -0.754
C 0.73631 3.87594 -2.18860 -1.116
H 0.50032 6.20114 -0.37292 0.449
H 1.87040 5.34489 0.36096 0.354
H 0.38971 5.60475 1.29348 0.344
H -1.85708 5.07896 -1.23161 0.442
H -2.17699 4.46914 0.40590 0.473
H -2.33364 3.37286 -0.97673 -0.375
H 0.30488 4.76416 -2.65290 0.524
H 0.47914 2.99092 -2.76564 0.026
H 1.82166 3.98288 -2.15287 0.440
O -1.13158 1.21232 -1.90934 -0.336
S -1.45535 0.25785 -3.02668 0.538
C -2.28641 1.27858 -4.25588 0.344
C -2.76213 0.67380 -5.41307 -0.676
C -3.35913 1.45346 -6.38878 -0.768
C -3.46839 2.82838 -6.21166 -0.494
C -2.97986 3.42164 -5.05856 -0.904
C -2.38245 2.64600 -4.07268 0.011
C -2.91758 -0.62551 -2.49122 0.568
C -3.90771 0.07179 -1.80931 0.065
C -5.04641 -0.60458 -1.41380 -0.790
C -5.17779 -1.96394 -1.68701 -0.503
C -4.16968 -2.64854 -2.34402 -0.752
C -3.02056 -1.97907 -2.75383 -0.264
H -2.67335 -0.39890 -5.54117 0.476
H -3.73913 0.99123 -7.29040 0.400
H -3.93353 3.43472 -6.97770 0.390
H -3.06306 4.49242 -4.92281 0.447
H -1.99172 3.08311 -3.16374 0.167
H -3.76263 1.12285 -1.58979 0.091
H -5.83466 -0.07966 -0.88808 0.380
H -6.06792 -2.49146 -1.36858 0.392
H -4.26032 -3.71192 -2.52026 0.435
H -2.18587 -2.50480 -3.19994 0.438
```

Computed properties:
LUMO level, eV: 0.0
Kohn-Sham gap, eV: 7.939

ii:
A molecular structure, C41H58AsCaN7O9P2S, computed with the ωB97M-V functional and the def2-TZVPD basis.

```
120
Properties=species:S:1:pos:R:3:mulliken_charge:R:1
Ca 0.17839 0.52386 0.38965 2.086
O 1.04170 -2.72710 2.01833 -0.782
C 1.67424 -1.68099 1.91940 -0.302
O 1.78494 -0.97148 0.84316 -0.889
C 2.43937 -1.16137 3.14363 0.029
C 3.79893 -0.54095 2.77510 -0.024
C 4.69674 -0.49110 4.02243 -1.013
C 4.06413 0.69346 4.79721 -1.041
C 2.91638 1.07662 3.85012 -0.132
O 3.49334 0.83974 2.56476 -0.317
C 1.79832 0.02099 3.95709 0.236
C 0.42498 0.55383 3.52597 -0.471
O -0.55249 0.25629 4.21083 -0.835
O 0.39779 1.33774 2.50370 0.332
H 2.56238 -2.01961 3.80313 0.544
H 4.25496 -0.95269 1.87845 0.688
H 5.72763 -0.27502 3.74183 0.354
H 4.68382 -1.42694 4.58097 0.360
H 4.76787 1.51956 4.90100 0.322
H 3.70921 0.41947 5.79047 0.396
H 2.57296 2.10768 3.91382 0.413
H 1.66888 -0.29576 4.99104 0.537
C -1.62344 1.40152 -3.66236 -1.351
N -2.63171 0.65660 -2.90033 0.662
C -2.82609 -0.73358 -3.29117 -0.631
P -2.85897 1.18124 -1.36708 -1.516
O -1.66721 1.68010 -0.64241 0.058
O -3.53614 -0.11675 -0.68253 0.272
P -3.15889 -0.73542 0.78201 -0.724
O -1.70151 -0.69947 0.99746 0.121
N -3.88621 -2.21094 0.68739 0.303
C -3.89585 -2.97647 -0.55274 -0.424
C -3.59781 -3.04752 1.86537 -0.920
N -3.98866 0.08461 1.91512 0.610
C -5.43701 0.18108 1.85845 -1.010
C -3.32698 1.03433 2.81201 -0.676
N -4.00150 2.35951 -1.42941 0.455
C -5.26398 2.09310 -2.10235 -1.000
C -4.08734 3.34409 -0.35782 -0.562
H -1.86347 1.33590 -4.72463 0.384
H -0.61765 1.01278 -3.47880 0.349
H -1.64562 2.45150 -3.37117 0.380
H -2.68143 -0.80302 -4.36974 0.517
H -3.84382 -1.05200 -3.07287 0.281
H -2.12566 -1.41183 -2.79636 -0.141
H -4.21571 -2.35111 -1.37985 0.016
H -4.61275 -3.79165 -0.44445 0.511
H -2.91747 -3.41173 -0.78274 -0.137
H -3.63271 -2.44176 2.76941 0.340
H -2.60507 -3.50182 1.79741 0.210
H -4.35877 -3.82516 1.93204 0.388
H -5.84364 -0.59440 1.21232 0.320
H -5.75758 1.15919 1.48327 0.200
H -5.85248 0.05027 2.85982 0.333
H -2.27060 0.79928 2.93031 -0.026
H -3.78986 0.95798 3.79773 0.412
H -3.44671 2.06151 2.45012 0.156
H -5.10117 1.42815 -2.94854 0.252
H -5.67709 3.03020 -2.47876 0.407
H -5.99771 1.63738 -1.42779 0.265
H -3.10426 3.49638 0.07884 -0.035
H -4.78240 3.03168 0.42935 0.138
H -4.44221 4.28958 -0.77138 0.364
N 0.43217 7.64574 6.99898 -0.532
C 0.66723 7.02792 6.05914 0.030
C 0.95890 6.25504 4.88142 0.599
C 0.23045 5.09956 4.60971 -1.236
C 0.51332 4.35108 3.48032 0.161
C 1.51642 4.78064 2.61984 0.321
C 2.25303 5.92826 2.88545 -0.408
C 1.97696 6.66503 4.02156 -0.821
N 1.80475 4.00711 1.47050 0.317
C 3.04578 3.53936 1.08232 -0.733
C 2.81094 2.67490 0.06400 -0.747
N 1.46168 2.61742 -0.20648 0.161
C 0.89360 3.42543 0.65786 -0.701
H -0.53856 4.77428 5.29699 0.487
H 0.01610 3.40705 3.28108 0.328
H 3.02597 6.24198 2.19641 0.529
H 2.53805 7.56186 4.24473 0.463
H 3.93937 3.79164 1.62412 0.482
H 3.51770 2.04984 -0.45548 0.327
H -0.16630 3.60366 0.75086 0.662
C 4.44016 1.60811 -3.66933 -1.251
As 2.47841 1.61016 -3.58348 0.698
C 2.24028 3.55548 -3.53202 -1.145
C 2.17413 1.37805 -5.50878 -1.129
H 4.79464 2.29579 -4.43824 0.409
H 4.79054 0.60202 -3.90099 0.317
H 4.85387 1.90421 -2.70561 0.332
H 2.81702 4.04093 -4.32027 0.440
H 2.55657 3.92735 -2.55849 0.303
H 1.18355 3.79240 -3.65723 0.276
H 2.76667 2.08838 -6.08699 0.476
H 1.11761 1.52529 -5.73598 0.278
H 2.44486 0.36106 -5.79423 0.253
O 0.26892 -0.69054 -1.70969 0.431
S 1.59216 -1.41000 -1.84580 0.297
C 1.71068 -1.83863 -3.58768 0.316
C 2.94489 -2.24096 -4.07404 -0.441
C 3.07177 -2.57708 -5.41487 -0.769
C 1.97252 -2.49575 -6.25900 -0.665
C 0.74520 -2.07397 -5.76349 -0.597
C 0.61250 -1.74196 -4.42385 -0.202
C 1.31273 -3.06119 -1.23039 0.582
C 0.02218 -3.54206 -1.12963 0.745
C -0.18204 -4.80712 -0.60374 -0.568
C 0.89895 -5.56892 -0.18554 -0.713
C 2.18913 -5.06645 -0.28400 -0.766
C 2.40168 -3.79898 -0.80128 -0.406
H 3.80273 -2.29194 -3.41303 0.490
H 4.03133 -2.89575 -5.80065 0.419
H 2.07534 -2.75272 -7.30510 0.385
H -0.10893 -2.00123 -6.42501 0.440
H -0.32528 -1.39741 -4.01284 0.046
H -0.79971 -2.90171 -1.42482 -0.672
H -1.18776 -5.19622 -0.50136 0.429
H 0.73494 -6.54967 0.24120 0.411
H 3.02779 -5.64979 0.07226 0.404
H 3.39861 -3.37572 -0.83377 0.414
```

Computed properties:
LUMO level, eV: 0.3
Kohn-Sham gap, eV: 8.186

The structure with the least stability is ii.